1.
{
  "formula": "C10H19N4",
  "method": "wB97M-V/def2-TZVPD",
  "molar_mass_da": 195.3,
  "charge": 1,
  "e_homo_ev": -11.58,
  "e_lumo_ev": -3.29,
  "species": ["C", "C", "C", "C", "C", "C", "C", "C", "C", "C", "N", "N", "N", "N", "H", "H", "H", "H", "H", "H", "H", "H", "H", "H", "H", "H", "H", "H", "H", "H", "H", "H", "H"],
  "positions_angstrom": [[2.464, -3.000, -1.077], [2.952, -1.929, -1.860], [1.388, -2.871, -0.244], [2.334, -0.661, -1.689], [0.735, -1.598, -0.132], [1.249, -0.471, -0.781], [0.663, 0.475, 2.219], [-1.586, 2.889, 0.732], [-2.521, 2.098, -1.415], [-0.334, -1.514, 0.939], [0.544, 0.701, -0.598], [-1.203, -2.477, 0.980], [-0.317, -0.543, 1.879], [-1.377, 2.364, -0.634], [2.956, -3.994, -1.124], [3.896, -2.001, -2.409], [1.054, -3.731, 0.334], [2.659, 0.261, -2.192], [1.508, 0.258, 1.617], [0.299, 1.420, 1.861], [0.704, 0.599, 3.301], [-0.696, 3.444, 1.168], [-2.537, 3.518, 0.631], [-1.749, 2.105, 1.479], [-3.028, 1.195, -1.087], [-3.286, 2.905, -1.700], [-2.085, 1.830, -2.373], [0.458, 1.421, -1.301], [-0.328, 0.521, -0.078], [-1.853, -2.437, 1.658], [-1.079, -3.372, 0.359], [-1.041, -0.507, 2.515], [-0.843, 3.099, -0.980]]
}

---

2.
{
  "formula": "C54H60Ge2N3O2S4W",
  "method": "wB97M-V/def2-TZVPD",
  "molar_mass_da": 1240.4,
  "spin_multiplicity": 3,
  "charge": 1,
  "s_squared": 2.029,
  "e_homo_ev": [-9.36, -10.54],
  "e_lumo_ev": [-3.94, -4.28],
  "species": ["W", "N", "C", "C", "O", "O", "H", "H", "H", "H", "C", "C", "C", "C", "C", "C", "C", "C", "C", "C", "C", "C", "C", "C", "C", "Ge", "S", "S", "Ge", "S", "S", "C", "C", "C", "C", "C", "C", "C", "C", "C", "C", "C", "C", "C", "C", "C", "C", "C", "C", "C", "C", "C", "C", "C", "C", "C", "C", "C", "C", "C", "C", "C", "C", "C", "H", "H", "H", "H", "H", "H", "H", "H", "H", "H", "H", "H", "H", "H", "H", "H", "H", "H", "H", "H", "H", "H", "H", "H", "H", "H", "H", "H", "H", "H", "H", "H", "H", "H", "H", "H", "H", "H", "H", "H", "H", "H", "H", "H", "H", "H", "H", "H", "H", "H", "C", "N", "C", "C", "N", "C", "H", "H", "H", "H", "H", "H"],
  "positions_angstrom": [[0.417, -1.924, -0.204], [-0.467, -2.996, 1.725], [-0.009, -4.401, 1.757], [1.130, -4.522, 0.760], [2.150, -5.124, 0.883], [0.774, -3.815, -0.344], [-0.084, -2.494, 2.520], [-1.485, -2.942, 1.774], [-0.814, -5.039, 1.390], [0.290, -4.736, 2.747], [-2.556, -2.865, 5.105], [-3.064, -2.181, 3.863], [-2.952, -0.806, 3.710], [-3.429, -0.160, 2.573], [-3.413, 1.345, 2.508], [-3.990, -0.912, 1.542], [-4.153, -2.296, 1.688], [-4.847, -3.120, 0.637], [-3.676, -2.908, 2.844], [-4.516, -0.200, 0.338], [-5.860, 0.165, 0.310], [-6.402, 0.850, -0.775], [-5.592, 1.185, -1.853], [-4.242, 0.841, -1.834], [-3.719, 0.160, -0.745], [-1.867, -0.352, -1.064], [-1.786, -2.565, -0.940], [-0.685, 0.022, 0.944], [1.597, 0.270, 0.387], [1.997, -1.471, 1.672], [0.513, -0.733, -2.156], [2.564, 1.860, 0.835], [3.257, 2.467, -0.223], [4.132, 3.510, 0.054], [4.307, 3.930, 1.363], [3.620, 3.313, 2.397], [2.740, 2.261, 2.163], [2.040, 1.619, 3.314], [2.702, 0.629, 4.048], [4.099, 0.200, 3.686], [2.054, 0.047, 5.127], [0.780, 0.446, 5.514], [0.117, -0.164, 6.720], [0.159, 1.453, 4.790], [0.765, 2.050, 3.687], [0.058, 3.162, 2.955], [3.059, 1.980, -1.614], [2.084, 2.611, -2.394], [1.240, 3.707, -1.802], [1.915, 2.213, -3.706], [2.678, 1.192, -4.263], [2.423, 0.741, -5.675], [3.639, 0.572, -3.470], [3.856, 0.956, -2.146], [4.930, 0.284, -1.330], [-3.358, 1.153, -3.002], [-2.700, 2.386, -3.088], [-2.769, 3.390, -1.967], [-1.991, 2.686, -4.246], [-1.900, 1.791, -5.305], [-1.182, 2.157, -6.577], [-2.527, 0.557, -5.180], [-3.266, 0.227, -4.052], [-3.981, -1.098, -3.981], [-3.291, -2.813, 5.911], [-1.643, -2.393, 5.471], [-2.350, -3.920, 4.923], [-2.501, -0.215, 4.501], [-2.647, 1.747, 3.165], [-4.379, 1.745, 2.829], [-3.238, 1.722, 1.501], [-4.301, -3.098, -0.308], [-5.849, -2.740, 0.432], [-4.937, -4.156, 0.957], [-3.803, -3.980, 2.959], [-6.484, -0.092, 1.158], [-7.451, 1.113, -0.780], [-5.999, 1.705, -2.712], [4.673, 3.987, -0.753], [4.985, 4.744, 1.584], [3.766, 3.641, 3.419], [4.185, -0.038, 2.624], [4.389, -0.681, 4.256], [4.825, 0.989, 3.895], [2.564, -0.725, 5.693], [0.261, -1.246, 6.747], [-0.953, 0.042, 6.730], [0.539, 0.240, 7.641], [-0.815, 1.806, 5.109], [-0.798, 3.513, 3.531], [-0.311, 2.834, 1.978], [0.718, 4.012, 2.778], [0.630, 3.340, -0.969], [0.567, 4.119, -2.546], [1.857, 4.515, -1.405], [1.149, 2.695, -4.305], [2.287, 1.592, -6.346], [1.510, 0.140, -5.727], [3.243, 0.132, -6.054], [4.241, -0.226, -3.890], [5.390, -0.522, -1.901], [4.541, -0.144, -0.402], [5.711, 0.991, -1.042], [-3.793, 3.729, -1.797], [-2.154, 4.261, -2.192], [-2.424, 2.967, -1.018], [-1.514, 3.654, -4.332], [-0.538, 3.025, -6.439], [-1.898, 2.403, -7.363], [-0.572, 1.328, -6.941], [-2.460, -0.159, -5.992], [-3.653, -1.756, -4.784], [-5.061, -0.963, -4.072], [-3.812, -1.613, -3.033], [5.809, -4.233, -0.890], [4.597, -3.531, -1.287], [4.012, -3.539, -2.533], [2.879, -2.800, -2.418], [2.765, -2.335, -1.126], [3.807, -2.810, -0.478], [6.682, -3.589, -0.988], [5.932, -5.106, -1.526], [5.707, -4.566, 0.139], [4.445, -4.063, -3.367], [2.149, -2.579, -3.176], [4.017, -2.662, 0.568]]
}

---

3.
{
  "formula": "C5H41N2O14",
  "method": "wB97M-V/def2-TZVPD",
  "molar_mass_da": 353.4,
  "charge": 1,
  "e_homo_ev": -9.93,
  "e_lumo_ev": -2.35,
  "species": ["C", "C", "C", "C", "N", "C", "N", "H", "H", "H", "H", "H", "H", "H", "H", "H", "H", "H", "H", "H", "H", "H", "O", "H", "H", "O", "H", "H", "O", "H", "H", "O", "H", "H", "O", "H", "H", "O", "H", "H", "O", "H", "H", "O", "H", "H", "O", "H", "H", "O", "H", "H", "O", "H", "H", "O", "H", "H", "O", "H", "H", "O"],
  "positions_angstrom": [[-1.541, 1.804, 0.273], [-0.983, 1.227, -1.053], [-0.420, -0.145, -0.711], [0.845, -0.463, -1.057], [1.533, -1.544, -0.576], [2.921, -1.757, -0.930], [-0.511, 1.622, 1.312], [-1.931, 2.821, 0.168], [-2.514, 1.364, 0.492], [-1.812, 1.137, -1.747], [-0.134, 1.846, -1.345], [-1.069, -0.900, -0.283], [1.449, 0.304, -1.554], [1.039, -2.221, -0.018], [3.088, -2.075, -1.961], [3.504, -0.859, -0.729], [3.320, -2.543, -0.288], [0.242, 2.232, 0.994], [-0.250, 0.628, 1.407], [-0.845, 1.868, 2.255], [4.936, 2.310, -1.765], [3.780, 1.900, -0.834], [4.707, 2.157, -0.844], [-2.828, -1.987, -1.452], [-2.109, -3.289, -0.935], [-2.941, -2.769, -0.904], [-2.989, 0.506, 2.626], [-3.296, 1.492, 3.729], [-2.960, 1.451, 2.827], [0.423, -1.125, 2.645], [-0.926, -1.751, 2.734], [-0.513, -0.873, 2.552], [3.849, 3.965, -0.063], [2.838, 5.050, 0.447], [2.944, 4.302, -0.150], [3.636, 4.058, -2.090], [2.734, 4.381, -3.273], [3.481, 3.825, -3.018], [-0.746, 1.185, -4.733], [-1.407, 0.264, -3.723], [-0.592, 0.382, -4.226], [2.668, 0.914, -3.568], [2.852, 2.219, -2.833], [2.713, 1.255, -2.661], [-1.415, -3.798, 4.142], [-2.382, -3.351, 3.075], [-1.440, -3.291, 3.323], [-3.790, -0.088, -1.097], [-4.408, -0.381, -2.412], [-3.683, 0.132, -2.037], [-0.431, -4.140, -1.857], [-0.655, -5.227, -0.699], [-0.653, -4.295, -0.933], [0.939, 3.777, 3.099], [0.249, 4.289, 4.393], [0.265, 3.563, 3.755], [1.702, -4.704, 2.156], [0.701, -3.792, 2.867], [1.643, -3.951, 2.753], [-4.867, -3.241, 1.896], [-3.961, -2.789, 0.730], [-3.997, -2.877, 1.709]]
}

---

4.
{
  "formula": "C9H14O3S2",
  "method": "wB97M-V/def2-TZVPD",
  "molar_mass_da": 234.3,
  "e_homo_ev": -8.74,
  "e_lumo_ev": -0.34,
  "species": ["C", "C", "C", "C", "C", "C", "C", "C", "C", "O", "O", "O", "S", "S", "H", "H", "H", "H", "H", "H", "H", "H", "H", "H", "H", "H", "H", "H"],
  "positions_angstrom": [[1.354, -1.687, -0.665], [1.547, -0.434, -1.050], [1.341, 0.876, -1.140], [-1.508, 0.585, -2.293], [0.332, -1.453, 2.365], [0.040, -2.070, -0.047], [0.095, -2.670, 1.414], [-0.455, 2.032, 0.919], [0.675, 2.753, 0.155], [0.871, 1.506, -2.335], [-1.616, 2.701, 0.976], [1.641, 1.821, -0.141], [-0.236, 0.660, -3.311], [-2.767, -0.337, -3.020], [2.130, -2.425, -0.830], [-0.534, -0.933, 2.799], [0.571, -1.951, 3.297], [1.043, -0.830, 1.943], [-0.615, -1.224, -0.062], [-0.550, -2.774, -0.761], [0.828, -3.410, 1.469], [-0.955, -3.211, 1.684], [-0.095, 1.884, 2.035], [-0.499, 1.037, 0.594], [1.101, 3.449, 0.892], [0.380, 3.363, -0.802], [-1.775, 3.344, 0.243], [-2.344, -0.602, -4.327]]
}

---

Energy above the lowest of the compared OMol25 structures with the same formula, charge and spin for every record listed, in sequence, given in kcal per mole: 15.1; 38.5; 73.5; 87.2.
Largest force on an atom for every record listed, in sequence, given in Eh/bohr: 0.097; 0.059; 0.044; 0.088.
Total energy for every record listed, in sequence, given in eV: -16631.069; -223736.565; -37490.533; -37366.346.